# 1
C31H36GeN2OReSTe | wB97M-V/def2-TZVPD

Each line ends with the Löwdin charge.
Atoms and positions in Å:
Re1 0.267 -0.896 1.430  1.00
N1 4.129 -0.463 -0.340  0.11
C1 4.523 -0.486 0.952  -0.92
S1 4.709 -1.918 1.802  0.57
N2 4.805 0.694 1.548  0.06
C2 4.743 2.002 1.018  -0.25
C3 4.257 3.019 1.834  -0.04
C4 4.200 4.319 1.363  -0.08
C5 4.613 4.616 0.070  -0.09
C6 5.117 3.605 -0.733  -0.08
C7 5.201 2.302 -0.261  -0.04
H1 3.776 -1.343 -0.681  0.05
H2 3.672 0.368 -0.687  0.09
H3 4.942 0.607 2.543  0.12
H4 3.899 2.771 2.825  0.11
H5 3.820 5.102 2.005  0.11
H6 4.556 5.630 -0.302  0.10
H7 5.466 3.829 -1.733  0.11
H8 5.638 1.528 -0.876  0.11
C8 1.038 2.524 2.880  -0.11
O1 1.657 1.311 2.471  -0.27
C9 1.213 0.793 1.248  -0.53
C10 1.188 1.802 0.130  -0.11
H9 -0.051 2.436 2.826  0.09
H10 1.364 3.371 2.270  0.08
H11 1.334 2.694 3.914  0.09
H12 2.154 2.320 0.065  0.07
H13 0.413 2.563 0.264  0.06
H14 0.990 1.323 -0.830  0.05
C11 -0.038 -4.457 0.476  -0.41
Te1 1.679 -3.218 0.760  1.13
C12 2.220 -4.079 2.632  -0.44
H15 0.282 -5.489 0.351  0.01
H16 -0.528 -4.104 -0.429  -0.03
H17 -0.709 -4.341 1.322  0.01
H18 1.442 -4.785 2.910  0.01
H19 2.304 -3.289 3.371  -0.01
H20 3.175 -4.580 2.512  -0.01
C13 -1.649 -0.773 1.529  -0.51
Ge1 -2.484 -0.555 -0.199  0.85
C14 -2.303 1.295 -0.829  -0.28
C15 -2.409 2.347 0.082  -0.12
C16 -2.212 3.661 -0.315  -0.10
C17 -1.888 3.945 -1.636  -0.10
C18 -1.780 2.913 -2.556  -0.09
C19 -1.990 1.599 -2.154  -0.11
C20 -4.361 -1.086 -0.172  -0.29
C21 -5.254 -0.599 -1.126  -0.11
C22 -6.576 -1.024 -1.143  -0.09
C23 -7.021 -1.942 -0.202  -0.10
C24 -6.144 -2.430 0.756  -0.09
C25 -4.822 -2.003 0.770  -0.11
C26 -1.609 -1.713 -1.537  -0.28
C27 -2.267 -2.825 -2.059  -0.10
C28 -1.621 -3.705 -2.922  -0.09
C29 -0.299 -3.486 -3.281  -0.09
C30 0.370 -2.373 -2.789  -0.11
C31 -0.285 -1.497 -1.933  -0.17
H21 -2.313 -0.454 2.337  -0.06
H22 -2.637 2.131 1.121  0.10
H23 -2.301 4.464 0.406  0.10
H24 -1.721 4.969 -1.947  0.10
H25 -1.530 3.130 -3.588  0.10
H26 -1.897 0.799 -2.882  0.10
H27 -4.920 0.127 -1.860  0.10
H28 -7.259 -0.636 -1.889  0.10
H29 -8.052 -2.274 -0.213  0.10
H30 -6.490 -3.143 1.495  0.10
H31 -4.141 -2.387 1.522  0.09
H32 -3.298 -3.016 -1.783  0.10
H33 -2.151 -4.566 -3.309  0.10
H34 0.205 -4.171 -3.951  0.10
H35 1.396 -2.182 -3.082  0.10
H36 0.248 -0.618 -1.581  0.07

Values from the calculation:
Kohn-Sham gap (alpha / beta) ... 7.0 / 6.2 eV
Relative energy (zero: lowest compared OMol25 entry of this formula, charge and spin) ... 9.56 kJ/mol
Electronic energy ... -114528.4382 eV
Net charge ... 0
Multiplicity ... 4

# 2
C31H37Cl2N2O3PtSSe3Te2 | wB97M-V/def2-TZVPD

Each line ends with the Löwdin charge.
Atoms and positions in Å:
Pt1 1.379 -2.010 -0.924  0.41
Cl1 1.341 -0.373 1.596  0.72
C1 1.090 -1.708 2.686  -0.64
C2 0.680 -1.376 3.966  -0.13
C3 0.441 -2.374 4.893  -0.09
C4 0.602 -3.696 4.518  -0.13
C5 1.022 -4.001 3.236  -0.68
Cl2 1.216 -5.692 2.866  0.65
C6 1.298 -3.028 2.261  -0.67
S1 1.937 -3.568 0.706  0.43
H1 0.552 -0.333 4.220  0.10
H2 0.125 -2.127 5.896  0.11
H3 0.417 -4.504 5.212  0.10
Se1 1.075 -4.274 -2.169  0.11
Se2 2.682 -4.150 -3.765  -0.04
Te1 2.808 -1.589 -3.767  0.41
Se3 1.111 -1.036 -5.304  -0.13
C7 2.471 1.376 -1.694  -0.04
C8 1.032 0.928 -1.698  -0.78
O1 0.132 1.848 -1.805  -0.22
N1 0.720 -0.313 -1.602  -0.26
Te2 -1.933 0.389 -2.018  1.79
C9 -2.084 -0.046 0.024  -0.39
C10 -2.184 -1.386 0.407  -0.32
C11 -2.070 -2.547 -0.545  -0.10
C12 -2.454 -1.668 1.745  -0.01
C13 -2.645 -0.662 2.679  -0.26
C14 -3.025 -0.982 4.098  -0.05
C15 -2.488 0.657 2.271  -0.01
C16 -2.195 0.994 0.956  -0.28
C17 -2.007 2.446 0.610  -0.04
C18 -3.728 1.533 -2.057  -0.38
C19 -4.933 0.982 -1.619  -0.29
C20 -5.060 -0.419 -1.086  -0.05
C21 -6.083 1.769 -1.671  -0.01
C22 -6.063 3.067 -2.153  -0.26
C23 -7.315 3.900 -2.206  -0.05
C24 -4.853 3.579 -2.609  -0.02
C25 -3.682 2.834 -2.580  -0.31
C26 -2.421 3.443 -3.131  -0.07
H4 2.552 2.311 -1.142  0.09
H5 2.776 1.571 -2.725  0.08
H6 3.119 0.615 -1.259  0.04
H7 -1.416 -2.342 -1.392  0.00
H8 -3.053 -2.822 -0.940  0.08
H9 -1.663 -3.414 -0.024  0.08
H10 -2.532 -2.705 2.053  0.13
H11 -2.794 -2.018 4.344  0.07
H12 -4.096 -0.829 4.251  0.08
H13 -2.501 -0.339 4.804  0.08
H14 -2.592 1.454 3.000  0.12
H15 -1.681 2.993 1.494  0.08
H16 -2.939 2.895 0.261  0.09
H17 -1.255 2.586 -0.165  0.05
H18 -4.434 -1.126 -1.635  0.05
H19 -6.092 -0.758 -1.169  0.08
H20 -4.766 -0.478 -0.035  0.09
H21 -7.020 1.344 -1.329  0.12
H22 -8.174 3.344 -1.833  0.07
H23 -7.531 4.214 -3.228  0.08
H24 -7.211 4.804 -1.604  0.08
H25 -4.819 4.588 -3.004  0.12
H26 -2.592 4.483 -3.405  0.08
H27 -2.084 2.916 -4.027  0.09
H28 -1.593 3.404 -2.425  0.05
O2 4.747 -1.245 1.192  0.10
C27 5.155 -1.323 -0.071  -0.51
O3 4.424 -1.617 -0.980  -0.02
C28 6.608 -0.944 -0.295  -0.24
N2 7.312 -0.749 0.982  -0.03
C29 8.002 0.559 0.957  -0.19
C30 8.030 0.964 -0.514  -0.17
C31 6.701 0.411 -1.017  -0.12
H29 7.059 -1.733 -0.901  0.16
H30 7.955 -1.505 1.168  0.12
H31 5.563 -1.011 1.696  0.11
H32 8.989 0.475 1.409  0.11
H33 7.431 1.285 1.541  0.11
H34 8.857 0.466 -1.026  0.11
H35 8.134 2.038 -0.660  0.11
H36 6.640 0.300 -2.097  0.12
H37 5.879 1.058 -0.698  0.12

Values from the calculation:
Kohn-Sham gap (alpha / beta) ... 6.4 / 5.2 eV
Electronic energy ... -291620.7858 eV
Net charge ... 0
Multiplicity ... 6

# 3
C31H37F9GeN4O3Ti | wB97M-V/def2-TZVPD

Each line ends with the Löwdin charge.
Atoms and positions in Å:
Ti1 0.032 0.642 1.885  0.89
C1 3.499 -4.793 1.412  -0.09
C2 3.250 -3.638 0.450  -0.26
C3 2.971 -2.331 1.188  -0.30
C4 2.760 -1.150 0.242  -0.34
Ge1 2.528 0.548 1.172  0.90
C5 3.858 0.959 2.532  -0.34
C6 5.182 1.288 1.815  -0.29
C7 6.170 1.972 2.762  -0.27
C8 7.503 2.254 2.078  -0.09
H1 3.632 -5.732 0.877  0.08
H2 2.661 -4.920 2.100  0.07
H3 4.400 -4.619 2.001  0.08
H4 2.403 -3.869 -0.205  0.10
H5 4.113 -3.498 -0.206  0.12
H6 3.805 -2.121 1.866  0.11
H7 2.082 -2.464 1.818  0.08
H8 1.913 -1.337 -0.425  0.05
H9 3.633 -0.984 -0.398  0.09
H10 2.488 1.704 0.132  0.00
H11 3.982 0.085 3.174  0.07
H12 3.539 1.786 3.169  0.06
H13 5.011 1.932 0.946  0.10
H14 5.629 0.365 1.436  0.12
H15 6.324 1.337 3.638  0.12
H16 5.726 2.903 3.126  0.11
H17 7.972 1.330 1.740  0.08
H18 8.196 2.743 2.760  0.08
H19 7.365 2.906 1.215  0.08
O1 1.452 3.719 2.595  0.22
C9 0.834 2.830 2.331  -0.05
F1 -2.893 -0.965 -0.154  0.17
C10 -2.728 -1.252 1.151  -0.54
F2 -3.756 -1.940 1.576  0.25
F3 -2.715 -0.051 1.786  0.13
C11 -1.362 -1.973 1.375  -0.19
O2 -0.377 -0.996 1.332  -0.21
C12 -1.101 -3.014 0.246  -0.55
F4 -0.163 -3.871 0.594  0.22
F5 -2.217 -3.663 -0.053  0.22
F6 -0.681 -2.362 -0.860  0.15
C13 -1.334 -2.656 2.777  -0.56
F7 -2.053 -3.761 2.770  0.24
F8 -1.833 -1.803 3.685  0.18
F9 -0.082 -2.930 3.125  0.19
C14 -0.054 0.302 6.679  0.04
C15 -0.955 1.126 6.009  0.01
C16 -0.836 1.254 4.646  -0.10
N1 0.125 0.612 3.943  -0.11
C17 0.993 -0.191 4.597  -0.09
C18 0.928 -0.368 5.962  0.02
H20 -0.120 0.185 7.753  0.14
H21 -1.735 1.655 6.537  0.14
H22 -1.520 1.887 4.086  0.13
H23 1.742 -0.698 4.000  0.11
H24 1.636 -1.022 6.451  0.14
C19 -7.214 0.001 -7.340  0.06
C20 -6.007 0.469 -6.713  -0.07
C21 -5.440 1.747 -7.106  0.07
C22 -4.274 2.155 -6.590  0.11
C23 -3.561 1.300 -5.613  -0.12
N2 -2.374 1.643 -5.239  0.27
C24 -1.274 0.677 -4.710  -0.41
O3 -0.745 0.117 -5.606  0.24
N3 -1.032 0.586 -3.392  0.19
C25 -1.325 1.363 -2.231  -0.15
C26 -2.122 2.496 -2.183  0.04
C27 -2.275 3.150 -0.969  0.02
C28 -1.611 2.676 0.146  -0.08
N4 -0.815 1.597 0.097  -0.03
C29 -0.687 0.947 -1.068  -0.05
C30 -4.187 0.053 -5.144  0.10
C31 -5.354 -0.330 -5.677  0.08
H25 -8.024 0.642 -6.913  0.19
H26 -7.468 -1.039 -7.151  0.13
H27 -7.255 0.268 -8.404  0.15
H28 -5.963 2.339 -7.848  0.16
H29 -3.808 3.086 -6.896  0.16
H30 -1.944 2.433 -5.729  0.20
H31 -0.318 -0.124 -3.248  0.18
H32 -2.611 2.903 -3.057  0.12
H33 -2.887 4.037 -0.893  0.14
H34 -1.707 3.187 1.096  0.13
H35 -0.037 0.079 -1.069  0.12
H36 -3.671 -0.552 -4.407  0.15
H37 -5.829 -1.258 -5.382  0.16

Values from the calculation:
Kohn-Sham gap ... 3.2 eV
Relative energy (zero: lowest compared OMol25 entry of this formula, charge and spin) ... 0.00 kJ/mol
Electronic energy ... -148899.7929 eV
Net charge ... +4

> electronic energy of number 1 (C31H36GeN2OReSTe)?

-114528.4382 eV